(1)
C2H3N3O | the ωB97M-V functional and the def2-TZVPD basis

The calculation puts the gap between HOMO and LUMO (alpha / beta) at 8.50 / 8.57 eV. The calculation puts the total energy at -317.370624 Eh. As for the total charge: 0.

Element x y z (Å)
O -1.96527 -0.19246 -0.53173
C -0.76268 -0.23922 0.09997
N -0.27775 -1.05608 0.91089
N 1.73925 -0.28140 0.60079
N 1.37337 0.65654 -0.17866
C 0.12483 0.88795 -0.30923
H -2.52967 -0.92778 -0.25183
H 2.57026 -0.74679 0.18155
H -0.25144 1.88000 -0.49327

Results of the Mulliken charge analysis, in e, for atoms 1 through 4: O -0.469; C 0.706; N -0.499; N -0.345

(2)
C2H5N | the ωB97M-V functional and the def2-TZVPD basis

Its structure (SMILES) is C#C.N. The calculation puts the gap between HOMO and LUMO at 11.45 eV. The calculation puts the total energy at -133.865303 Eh. As for the total charge: 0.

Element x y z (Å)
C 0.62458 -0.13065 1.61333
C -0.19777 -0.87982 1.05772
H 1.27357 0.47631 2.25675
H -0.60617 -1.55528 0.34423
N -0.26336 0.60757 -1.89155
H -1.25019 0.50329 -1.74410
H 0.01214 1.11213 -1.05166
H -0.14669 1.27341 -2.59069

Results of the Mulliken charge analysis, in e, for atoms 1 through 4: C -0.399; C -0.324; H 0.362; H 0.372

(3)
C45H39AsGaN6O | the ωB97M-V functional and the def2-TZVPD basis

The calculation puts the gap between HOMO and LUMO at 7.98 eV. The calculation puts the total energy at -6301.789532 Eh. As for the total charge: +3.

Element x y z (Å)
Ga 10.01113 9.50075 9.76739
C 10.16480 5.75103 11.05518
C 9.30370 6.70273 11.84376
C 8.61530 6.13056 12.90604
C 7.85180 6.95516 13.74675
C 7.80366 8.30189 13.49882
C 8.52085 8.82919 12.42313
N 9.20010 8.01700 11.56596
C 8.48722 10.28004 12.12686
C 8.00361 11.17087 13.10356
C 7.71452 12.47002 12.76236
C 7.95592 12.87354 11.46802
C 8.48483 11.97807 10.54112
N 8.72843 10.68356 10.85299
C 8.82215 12.48737 9.16960
C 9.26205 13.83778 9.03221
C 9.45967 14.28897 7.74573
C 9.28341 13.43080 6.67306
C 8.89171 12.11873 6.90450
C 8.64306 11.18053 5.72944
N 8.74213 11.63027 8.14024
H 9.55140 5.18310 10.32398
H 10.94949 6.35062 10.53005
H 10.70697 5.04175 11.69821
H 8.62266 5.04810 13.01079
H 7.27371 6.53277 14.56849
H 7.16921 8.97506 14.09871
H 7.82807 10.88357 14.15050
H 7.25506 13.19337 13.45843
H 7.67542 13.89115 11.11468
H 9.34312 14.50761 9.89851
H 9.74961 15.32224 7.56655
H 9.42032 13.82874 5.64944
H 7.75733 11.57098 5.13946
H 9.50011 11.12904 5.04857
H 8.39492 10.18449 6.13183
N 10.86276 7.64130 7.22897
C 11.62810 8.83536 7.15045
C 12.68895 8.86289 6.22122
C 13.64442 9.84591 6.31013
C 13.42254 10.93262 7.22160
C 12.27346 10.91304 7.98278
N 11.41527 9.83073 8.02536
C 9.51243 7.48461 7.58041
C 8.83356 6.30100 7.15304
C 7.47734 6.13698 7.38795
C 6.79131 7.17992 8.10648
C 7.51516 8.26545 8.54451
N 8.90465 8.34049 8.41937
H 11.24087 6.91818 6.61978
H 12.75956 8.04989 5.51742
H 14.55360 9.80415 5.69602
H 14.16630 11.73372 7.32136
H 11.99584 11.77868 8.56858
H 9.39901 5.54617 6.60041
H 6.97019 5.22358 7.02806
H 5.72004 7.11948 8.29626
H 7.04871 9.08573 9.09661
O 11.56195 9.59612 10.88834
As 12.80098 9.69283 12.07635
C 14.46590 9.37110 11.20576
C 14.49612 8.48338 10.13639
C 15.73986 8.05528 9.66418
C 16.91185 8.62369 10.14229
C 16.85114 9.52987 11.20065
C 15.65463 9.92150 11.74985
C 12.55462 8.37294 13.43524
C 11.69179 8.60854 14.51833
C 11.49163 7.58080 15.44252
C 12.14854 6.34900 15.29838
C 12.94886 6.09642 14.18344
C 13.18639 7.12683 13.27534
C 12.74724 11.33878 13.09481
C 13.24619 11.37011 14.40158
C 13.03516 12.50496 15.17801
C 12.39271 13.62390 14.65817
C 11.89006 13.56968 13.34808
C 12.04921 12.41539 12.57265
H 13.56092 8.11705 9.71978
H 15.81545 7.30872 8.85671
H 17.85690 8.39217 9.67091
H 17.77846 9.97318 11.57067
H 15.63918 10.63816 12.59604
H 11.20647 9.57028 14.64556
H 10.86065 7.76159 16.31389
H 12.00870 5.58536 16.08412
H 13.36100 5.10990 14.01986
H 13.90668 6.99438 12.46039
H 13.77260 10.48898 14.79585
H 13.34365 12.46443 16.22417
H 12.22248 14.52429 15.25599
H 11.33447 14.41436 12.89257
H 11.64020 12.38463 11.55091

Results of the Mulliken charge analysis, in e, for atoms 1 through 4: Ga -1.130; C -1.244; C 0.516; C -0.778

(4)
C4H13ClN2Si | the ωB97M-V functional and the def2-TZVPD basis

Its structure (SMILES) is C[C@](N)(Cl)[Si](C)(C)N. The calculation puts the gap between HOMO and LUMO at 9.82 eV. The calculation puts the total energy at -1019.424141 Eh. As for the total charge: 0.

Element x y z (Å)
C -1.24886 1.41995 0.86647
C -1.07697 0.37455 -0.22908
N -1.27588 0.90405 -1.51523
Cl -2.46971 -0.94553 0.01173
Si 0.50388 -0.67823 0.07590
C 0.95888 -1.58037 -1.50035
C 1.89940 0.59579 0.48376
N 0.23291 -1.37844 1.72935
H -0.20167 1.58609 1.21434
H -1.61629 2.41623 0.49500
H -1.83210 0.98131 1.75126
H -2.01439 1.58780 -1.52399
H -1.21892 0.30412 -2.28141
H 1.62481 -2.49036 -1.31852
H -0.02228 -1.85523 -2.02358
H 1.62903 -0.91551 -2.06515
H 2.58080 -0.03154 1.09696
H 2.32189 0.93859 -0.38404
H 1.80290 1.55702 1.13423
H -0.19590 -0.66444 2.30420
H -0.38154 -2.12586 1.67816

Results of the Mulliken charge analysis, in e, for atoms 1 through 4: C -1.178; C 0.773; N -0.526; Cl -0.291

(5)
C29H34F5N5O4S3TcTe | the ωB97M-V functional and the def2-TZVPD basis

The calculation puts the gap between HOMO and LUMO (alpha / beta) at 4.43 / 4.88 eV. The calculation puts the total energy at -3742.425365 Eh. As for the total charge: +2. As for the multiplicity: 2.

Element x y z (Å)
Tc 0.77025 1.09754 -0.05815
C 1.42383 -1.06460 2.73647
C 1.91735 -1.14016 1.31790
C 1.79634 -2.32368 0.60728
C 2.47940 -2.53270 -0.59835
C 2.35429 -3.84399 -1.30807
C 3.25912 -1.50899 -1.12949
C 3.36443 -0.27856 -0.49626
C 4.26233 0.79757 -1.02876
C 2.67225 -0.08781 0.73309
H 2.02942 -1.73345 3.35074
H 0.39002 -1.40324 2.82310
H 1.52288 -0.06474 3.15183
H 1.23209 -3.14260 1.04041
H 3.15283 -3.98721 -2.03265
H 1.40032 -3.88484 -1.84230
H 2.36159 -4.67517 -0.60379
H 3.80130 -1.67848 -2.05204
H 5.21545 0.76472 -0.49414
H 3.85183 1.79540 -0.87192
H 4.47001 0.65338 -2.08693
H 3.00336 0.72875 1.36350
N 4.75762 3.61340 6.93861
C 4.08014 3.56415 5.77333
C 4.58483 2.82654 4.68114
C 3.89775 2.78254 3.49529
C 2.68482 3.46625 3.36655
C 2.17323 4.20752 4.43640
C 2.85946 4.25233 5.62382
S 1.81917 3.42661 1.88670
O 2.71289 3.16940 0.78081
O 0.86798 4.49033 1.84057
N 0.95962 1.97529 1.83826
C -0.29775 1.65197 2.11982
S -1.42280 1.88980 3.36570
C -2.48172 0.71895 2.59531
C -1.97554 0.22256 1.45716
N -0.73735 0.77715 1.16028
H 5.65836 3.18056 7.03360
H 4.43858 4.18717 7.69829
H 5.53414 2.31576 4.77769
H 4.31510 2.25179 2.64924
H 1.25390 4.76475 4.31572
H 2.47435 4.83841 6.44810
H -3.42891 0.47601 3.04944
H -2.42928 -0.50483 0.80258
F 0.44861 5.23427 -0.94050
Te -0.93958 4.10484 -1.25676
F -2.05412 5.52065 -1.52575
F -0.48939 4.05241 -3.02800
F -2.35770 2.96639 -1.64525
F -1.49035 4.02482 0.49593
O 0.11762 2.57403 -0.95798
C -5.99024 0.30433 -1.82475
C -4.56695 0.24707 -1.28318
C -3.56666 0.17762 -2.42555
N -2.17098 0.16088 -1.94648
C -1.21955 -0.67997 -2.22034
S 0.46434 -0.37146 -1.86382
N -1.46419 -1.85645 -2.86077
C -2.49451 -2.76652 -2.45206
O -3.16840 -2.50250 -1.48950
C -2.59052 -3.98887 -3.26888
C -3.25823 -5.08045 -2.71366
C -3.38442 -6.24901 -3.44219
C -2.85728 -6.32613 -4.72570
C -2.20523 -5.23598 -5.28719
C -2.06787 -4.06552 -4.56075
H -6.71092 0.35481 -1.01081
H -6.21909 -0.58356 -2.41558
H -6.13969 1.18065 -2.45676
H -4.44008 -0.62954 -0.64661
H -4.36048 1.14007 -0.68418
H -3.65033 1.06641 -3.05419
H -3.73530 -0.69305 -3.05111
H -1.88013 1.01877 -1.49507
H -0.64961 -2.29014 -3.27369
H -3.66950 -4.99734 -1.71680
H -3.89714 -7.09955 -3.01476
H -2.96290 -7.23926 -5.29601
H -1.81576 -5.29556 -6.29401
H -1.59272 -3.20870 -5.02316

Results of the Mulliken charge analysis, in e, for atoms 1 through 4: Tc 0.578; C -1.784; C 1.833; C -0.521

(6)
C3H5ClO | the ωB97M-V functional and the def2-TZVPD basis

Its structure (SMILES) is C[C@@H](Cl)C=O. The calculation puts the gap between HOMO and LUMO at 10.70 eV. The calculation puts the total energy at -652.710060 Eh. As for the total charge: 0.

Element x y z (Å)
C 0.20416 1.17239 0.09164
C 0.32665 -0.24804 -0.31153
Cl 1.94116 -0.99249 -0.06556
C -0.68827 -1.16488 0.31814
O -1.81261 -1.15068 -0.23153
H 0.72260 1.93414 -0.43076
H -0.89587 1.37453 -0.08884
H 0.37119 1.27594 1.15767
H 0.08390 -0.29430 -1.45173
H -0.25289 -1.90663 1.01252

Results of the Mulliken charge analysis, in e, for atoms 1 through 4: C -1.206; C 0.397; Cl -0.214; C -0.038

(7)
C5H9N3 | the ωB97M-V functional and the def2-TZVPD basis

The calculation puts the gap between HOMO and LUMO at 9.70 eV. The calculation puts the total energy at -359.931880 Eh. As for the total charge: 0.

Element x y z (Å)
C -0.49959 -0.35161 -0.51170
C -0.14296 1.15199 -0.13220
C 1.20524 0.63745 0.29411
C 1.06441 -0.76684 0.97043
C 0.83206 -1.00882 -0.47721
H -2.66116 0.89118 0.46036
H -3.52713 -0.64121 0.22202
H -1.02784 1.64238 0.66703
H 0.19669 1.64098 -1.29353
H 1.69915 1.62050 0.84619
H 2.16833 -1.21240 1.12860
H 0.31263 -0.71226 1.73081
H 0.99984 -2.04977 -0.94045
H 2.44873 -0.03652 -1.36043
N -2.89344 0.03175 -0.24147
N -1.67169 -0.85872 -0.24786
N 1.49673 0.02189 -1.11472

Results of the Mulliken charge analysis, in e, for atoms 1 through 4: C 0.108; C -0.548; C -0.197; C -0.641

Question: Which of these has the lowest total energy?
Answer: C45H39AsGaN6O

Question: Which formula does entry 2 have?
Answer: C2H5N